Below is C24H20ClN2O2PS2Se2W as an isolated structure, with properties calculated with ωB97M-V/def2-TZVPD.

## Properties
charge	+2
HOMO-LUMO gap (alpha / beta)	5.5171 / 5.5172	eV
highest occupied orbital energy (alpha / beta)	-14.0 / -14.0	eV
energy relative to the best compared isomer or geometry (same formula, charge and spin)	67.3	kJ/mol
LUMO energy (alpha / beta)	-8.5 / -8.5	eV

CARTESIAN COORDINATES (ANGSTROEM)
W  1.782  -0.118  0.052
Se  3.369  0.481  1.869
Se  3.205  -2.220  -0.505
Cl  1.341  4.124  0.781
S  -1.914  -1.821  -3.172
S  0.219  -1.467  -0.937
P  -1.861  -0.873  -1.501
O  0.228  1.012  0.999
O  0.947  1.450  -0.973
N  1.416  -1.301  1.858
N  3.351  0.279  -1.296
C  -3.469  -2.703  -0.238
C  0.485  -2.688  3.528
C  2.280  -1.182  4.085
C  -2.963  1.581  -0.718
C  3.712  1.435  -1.904
C  4.783  1.459  -2.759
C  -3.098  -1.595  2.294
C  -1.958  2.862  -2.987
C  -2.794  3.540  -2.108
C  2.263  -0.787  2.768
C  -4.081  -3.274  0.869
C  -3.900  -2.720  2.127
C  5.105  -0.907  -2.391
C  1.364  -2.158  4.465
C  4.026  -0.868  -1.528
C  0.307  1.870  0.069
C  -2.483  -1.017  1.198
C  -2.683  -1.567  -0.072
C  -2.110  0.900  -1.590
C  5.484  0.274  -3.005
C  0.531  -2.239  2.223
C  -3.293  2.905  -0.979
C  -1.616  1.542  -2.732
C  -0.135  3.278  0.243
H  -0.897  3.349  1.013
H  5.069  2.385  -3.235
H  -2.963  -1.164  3.277
H  2.985  -0.751  4.781
H  -3.605  -3.126  -1.225
H  -0.233  -3.448  3.800
H  -4.387  -3.164  2.984
H  3.120  2.309  -1.680
H  6.328  0.279  -3.682
H  -4.703  -4.150  0.744
H  -3.973  3.426  -0.319
H  -1.598  3.346  -3.883
H  -1.009  0.992  -3.439
H  -0.480  3.704  -0.696
H  1.341  -2.503  5.490
H  5.627  -1.837  -2.568
H  -0.127  -2.625  1.457
H  -3.410  1.078  0.129
H  -3.079  4.563  -2.317
H  -1.844  -0.151  1.332

Below is C24H20CuN8O8 as an isolated structure, with properties calculated with ωB97M-V/def2-TZVPD.

## Properties
HOMO-LUMO gap (alpha / beta)	7.5661 / 7.4975	eV
highest occupied orbital energy (alpha / beta)	-8.6 / -8.5	eV
LUMO energy (alpha / beta)	-1.0 / -1.0	eV
spin multiplicity	2

CARTESIAN COORDINATES (ANGSTROEM)
Cu  0.168  1.026  -0.015
O  -6.201  -1.990  -3.154
O  -1.327  -0.128  0.166
O  -1.700  0.142  -2.068
O  -4.787  -4.387  2.315
O  1.385  4.820  -0.601
O  0.953  -0.932  2.036
O  -2.650  -3.802  2.407
O  -7.123  -3.375  -1.695
N  1.264  -0.563  -0.252
N  1.898  -2.602  0.725
N  -6.237  -2.650  -2.125
N  -3.777  -3.838  1.919
N  1.126  -0.430  -2.572
N  4.158  0.761  -0.142
N  1.430  2.511  -0.376
N  -0.988  2.492  0.724
C  -1.966  -0.356  -0.953
C  -3.910  -3.131  0.642
C  -5.036  -3.330  -0.155
C  2.464  -2.210  -1.512
C  0.867  3.731  -0.294
C  -2.910  -2.185  0.390
C  5.211  0.372  0.578
C  5.871  2.608  0.984
C  -0.506  3.704  0.346
C  -2.224  2.485  1.261
C  -3.041  -1.447  -0.779
C  1.615  -1.046  -1.443
C  -4.065  -1.623  -1.714
C  -2.912  3.672  1.544
C  3.884  2.032  -0.268
C  4.731  3.019  0.326
C  2.666  2.398  -1.131
C  -1.178  4.945  0.528
C  -2.391  4.902  1.175
C  6.196  1.250  1.056
C  1.596  -3.593  1.735
C  -5.035  -2.533  -1.284
C  1.361  -1.298  0.932
C  2.581  -2.958  -0.372
H  -2.004  -2.057  0.997
H  -0.692  5.868  0.192
H  1.328  -0.898  -3.453
H  2.563  1.634  -1.895
H  2.886  -2.477  -2.498
H  3.139  -3.884  -0.286
H  0.527  -3.807  1.685
H  5.282  -0.739  0.642
H  -5.876  -3.974  0.095
H  4.506  4.089  0.261
H  -3.866  3.630  2.064
H  1.789  -3.161  2.726
H  0.142  -0.140  -2.549
H  2.805  3.406  -1.593
H  -4.142  -1.025  -2.641
H  2.126  -4.513  1.559
H  7.091  0.915  1.564
H  6.533  3.342  1.457
H  -2.947  5.829  1.324
H  -2.653  1.496  1.467

Below is the molecule C24H20F2N4, with properties calculated with ωB97M-V/def2-TZVPD.

## Properties
HOMO-LUMO gap	7.6199	eV
highest occupied orbital energy	-7.2	eV
energy relative to the best compared isomer or geometry (same formula, charge and spin)	214.6	kJ/mol
LUMO energy	0.4	eV
SMILES	Nc1nccn2c(C3CCC3)nc(-c3ccc(C(=C(F)F)c4ccccc4)cc3)c12

CARTESIAN COORDINATES (ANGSTROEM)
F  -6.007  3.071  0.822
F  -5.389  1.172  -0.302
N  2.099  -3.683  1.954
N  0.380  -2.574  2.509
N  2.229  -2.709  -0.721
N  0.969  -1.508  -2.031
C  -1.365  4.717  2.784
C  1.192  -2.315  0.076
C  -2.536  0.823  -0.965
C  -2.667  1.279  0.372
C  2.071  -2.207  -2.044
C  3.131  -3.962  1.066
C  1.154  -2.871  1.449
C  -1.863  0.664  1.341
C  0.491  -1.477  -0.745
C  -0.892  -0.208  0.988
C  4.451  -2.038  -2.971
C  3.012  -2.550  -3.211
C  -5.074  2.243  0.431
C  -3.746  2.266  0.883
C  -1.829  3.739  1.850
C  3.194  -3.527  -0.267
C  3.012  -1.597  -4.464
C  -3.174  3.292  1.828
C  -3.593  4.779  3.705
C  -2.265  5.206  3.667
C  -4.095  3.787  2.873
C  4.312  -1.010  -4.078
C  -0.724  -0.670  -0.328
C  -1.629  -0.135  -1.231
H  -2.193  0.920  2.382
H  3.803  -4.703  1.357
H  0.586  -3.253  3.263
H  3.025  -2.189  -5.424
H  -4.396  5.246  4.327
H  4.669  -1.484  -2.037
H  2.904  -3.655  -3.312
H  5.166  -1.022  -4.809
H  5.282  -2.734  -3.250
H  -1.935  5.960  4.393
H  2.067  -0.930  -4.652
H  -3.128  1.188  -1.790
H  4.167  -0.040  -3.616
H  -0.331  5.025  2.797
H  -0.156  -0.412  1.668
H  -5.019  3.275  3.180
H  3.979  -3.995  -0.815
H  -1.154  3.497  1.072
H  -1.555  -0.360  -2.317
H  -0.629  -2.333  2.343

Below is C24H20F5GaN3O2 as an isolated structure, with properties calculated with ωB97M-V/def2-TZVPD.

## Properties
charge	-1
HOMO-LUMO gap	7.0221	eV
highest occupied orbital energy	-4.2	eV
LUMO energy	2.8	eV

CARTESIAN COORDINATES (ANGSTROEM)
Ga  -0.070  -0.256  0.313
F  0.644  3.334  -3.685
F  0.504  0.844  -2.721
F  -0.554  2.561  1.549
F  0.165  5.465  -2.058
F  -0.442  5.057  0.560
O  1.904  -0.080  0.726
O  -2.014  0.016  0.631
N  0.067  -0.852  2.253
N  -0.082  -1.869  -0.798
N  1.362  -1.124  2.694
C  -0.523  -1.495  4.518
C  -4.167  0.167  1.549
C  3.667  -0.874  2.109
C  5.966  -0.543  1.471
C  4.611  -0.369  1.224
C  0.104  4.216  -1.569
C  0.350  3.132  -2.390
C  5.442  -1.736  3.489
C  0.278  1.852  -1.856
C  4.091  -1.560  3.245
C  -0.206  4.003  -0.240
C  2.327  -1.727  -1.619
C  -0.264  2.704  0.239
C  -0.392  -4.103  -0.831
C  -0.028  1.589  -0.538
C  1.113  -2.478  -1.169
C  -0.994  -2.897  -0.595
C  -0.872  -1.010  3.140
C  2.216  -0.679  1.819
C  -2.443  -2.697  -0.281
C  -2.711  -0.193  1.688
C  -2.239  -0.707  2.872
C  6.384  -1.227  2.601
C  0.951  -3.837  -1.197
H  7.441  -1.369  2.792
H  4.262  0.159  0.347
H  -4.594  -0.396  0.718
H  -3.020  -3.500  -0.745
H  5.764  -2.273  4.372
H  0.107  -0.761  5.023
H  1.703  -4.549  -1.502
H  2.582  -2.014  -2.643
H  -2.940  -0.846  3.682
H  -4.735  -0.037  2.455
H  -2.812  -1.750  -0.667
H  -2.652  -2.718  0.793
H  0.059  -2.414  4.464
H  3.344  -1.949  3.922
H  -0.886  -5.063  -0.798
H  2.178  -0.654  -1.605
H  -4.247  1.226  1.299
H  3.191  -1.941  -0.987
H  6.695  -0.147  0.776
H  -1.429  -1.657  5.098

Below is C24H20N2O2PPtS as an isolated structure, with properties calculated with ωB97M-V/def2-TZVPD.

## Properties
charge	+2
HOMO-LUMO gap (alpha / beta)	6.4578 / 5.1656	eV
highest occupied orbital energy (alpha / beta)	-12.6 / -14.8	eV
energy relative to the best compared isomer or geometry (same formula, charge and spin)	0.0	kJ/mol
LUMO energy (alpha / beta)	-6.2 / -9.7	eV
spin multiplicity	6

CARTESIAN COORDINATES (ANGSTROEM)
Pt  -0.214  0.069  0.160
S  2.115  0.572  0.115
P  0.045  -1.936  -1.065
O  0.221  -0.372  2.171
O  -1.278  2.310  -1.550
N  1.481  -0.280  2.569
N  -0.984  1.004  -1.545
C  1.699  -2.576  -0.758
C  -0.130  -1.690  -2.829
C  0.369  -2.683  -3.656
C  -2.414  -4.053  1.352
C  -1.408  -0.854  -4.762
C  -0.899  -1.852  -5.540
C  -1.925  -3.891  -1.387
C  1.728  -0.571  3.851
C  4.312  -3.285  -0.116
C  2.483  0.107  1.723
C  -1.457  -3.174  0.876
C  -2.885  -4.763  -0.901
C  -3.128  -4.847  0.463
C  3.242  -3.860  0.563
C  3.793  0.159  2.206
C  3.015  -0.516  4.353
C  2.778  -2.002  -1.448
C  4.080  -2.364  -1.127
C  -0.995  -0.669  -3.388
C  -1.198  -3.101  -0.497
C  0.029  -2.760  -5.006
C  -1.442  0.477  -2.795
C  1.937  -3.509  0.248
C  4.067  -0.155  3.522
H  -2.104  -0.137  -5.178
H  5.080  -0.110  3.898
H  -0.911  -2.544  1.572
H  -2.612  -4.112  2.414
H  3.425  -4.599  1.332
H  3.173  -0.759  5.394
H  2.598  -1.328  -2.277
H  5.324  -3.580  0.124
H  0.857  -0.845  4.428
H  1.112  -3.972  0.774
H  -1.746  -3.829  -2.453
H  -1.204  -1.936  -6.574
H  0.453  -3.540  -5.623
H  -0.974  2.695  -0.712
H  1.014  -3.448  -3.240
H  -3.880  -5.528  0.836
H  4.908  -1.943  -1.682
H  4.572  0.464  1.520
H  -3.448  -5.378  -1.590
H  -2.145  1.134  -3.288

Below is C24H21Br2N6OPtS2 as an isolated structure, with properties calculated with ωB97M-V/def2-TZVPD.

## Properties
charge	+3
HOMO-LUMO gap (alpha / beta)	7.3131 / 4.0703	eV
highest occupied orbital energy (alpha / beta)	-16.1 / -16.8	eV
LUMO energy (alpha / beta)	-8.8 / -12.8	eV
spin multiplicity	5

CARTESIAN COORDINATES (ANGSTROEM)
Pt  0.843  -1.213  -1.451
Br  4.192  5.207  -2.059
Br  0.010  2.636  -4.861
S  1.577  -5.437  0.216
S  -4.064  1.335  2.645
O  0.494  0.531  -2.693
N  -6.718  3.350  -0.358
N  0.720  -3.056  0.517
N  1.719  -4.733  -2.397
N  0.965  -3.169  -0.801
N  -0.903  -0.342  -0.197
N  2.544  0.280  -0.983
C  -5.752  4.077  0.133
C  3.542  0.095  -0.135
C  -4.896  3.533  1.089
C  -6.181  1.495  0.955
C  0.894  -4.201  2.683
C  1.872  -3.218  3.340
C  -2.964  -0.590  0.956
C  3.119  3.670  -2.302
C  1.296  2.613  -3.493
C  0.983  -4.107  1.210
C  2.416  1.430  -1.670
C  -0.794  0.893  0.272
C  -1.966  -1.068  0.118
C  4.322  2.339  -0.527
C  1.332  1.468  -2.636
C  -2.847  0.697  1.465
C  1.422  -4.375  -1.155
C  2.156  3.683  -3.300
C  3.682  -1.245  0.487
C  -1.740  1.459  1.112
C  4.445  1.139  0.127
C  3.306  2.509  -1.487
C  -5.113  2.218  1.466
C  -6.978  2.129  0.000
H  5.013  3.144  -0.333
H  2.882  -3.397  2.976
H  1.586  -2.188  3.133
H  3.797  -1.996  -0.296
H  1.869  -3.368  4.416
H  -6.412  0.495  1.287
H  -2.027  -2.064  -0.298
H  -0.121  -3.961  3.008
H  4.558  -1.286  1.126
H  -5.654  5.091  -0.228
H  -4.121  4.140  1.527
H  5.237  0.982  0.840
H  -1.593  2.459  1.488
H  2.795  -1.499  1.069
H  2.072  4.547  -3.942
H  1.533  -4.120  -3.178
H  0.080  1.457  -0.019
H  -3.803  -1.218  1.205
H  -7.820  1.628  -0.459
H  2.061  -5.660  -2.604
H  1.134  -5.217  2.998

Below is C24H21BrN2OSiTi as an isolated structure, with properties calculated with ωB97M-V/def2-TZVPD.

## Properties
charge	+1
HOMO-LUMO gap (alpha / beta)	6.8272 / 6.6147	eV
highest occupied orbital energy (alpha / beta)	-10.8 / -10.6	eV
energy relative to the best compared isomer or geometry (same formula, charge and spin)	0.0	kJ/mol
LUMO energy (alpha / beta)	-3.9 / -4.0	eV
spin multiplicity	2

CARTESIAN COORDINATES (ANGSTROEM)
Br  4.152  3.990  -4.299
Ti  -0.569  1.047  0.675
Si  -2.566  -0.093  -0.290
O  -0.227  2.527  -0.444
N  1.447  0.515  0.461
N  -0.178  -0.080  2.535
C  1.001  -0.777  2.437
C  -3.011  -1.508  0.871
C  1.340  -1.777  3.373
C  0.547  3.811  -2.263
C  2.290  1.110  -0.325
C  -2.278  -2.699  0.809
C  1.874  -0.499  1.352
C  -3.132  -0.319  -2.053
C  1.549  4.147  -3.145
C  -3.431  -3.569  2.731
C  3.007  2.523  -2.159
C  2.787  3.500  -3.091
C  1.987  2.144  -1.264
C  3.354  -2.242  2.148
C  2.544  -2.498  3.216
C  0.431  -2.026  4.424
C  -3.289  1.514  0.484
C  -2.487  -3.721  1.723
C  -3.957  -1.377  1.891
C  3.013  -1.252  1.208
C  -4.168  -2.396  2.812
C  -1.007  -0.358  3.524
C  0.739  2.810  -1.308
C  -0.738  -1.322  4.501
H  0.671  -2.787  5.157
H  -2.809  0.517  -2.674
H  -1.459  -1.500  5.284
H  3.967  2.024  -2.111
H  -4.219  -0.398  -2.112
H  -4.355  1.376  0.675
H  -1.529  -2.831  0.035
H  -4.916  -2.277  3.586
H  4.265  -2.806  2.005
H  -3.184  2.364  -0.191
H  -2.707  -1.234  -2.469
H  3.340  0.824  -0.280
H  -1.939  0.194  3.547
H  1.384  4.923  -3.879
H  -2.872  1.815  1.462
H  3.658  -1.108  0.353
H  2.799  -3.260  3.940
H  -0.406  4.321  -2.288
H  -4.550  -0.473  1.973
H  -3.599  -4.365  3.444
H  -1.917  -4.638  1.649

Below is C24H21CaN4OS as an isolated structure, with properties calculated with ωB97M-V/def2-TZVPD.

## Properties
charge	+1
HOMO-LUMO gap (alpha / beta)	5.8581 / 5.8535	eV
highest occupied orbital energy (alpha / beta)	-9.6 / -9.6	eV
LUMO energy (alpha / beta)	-3.8 / -3.8	eV

CARTESIAN COORDINATES (ANGSTROEM)
Ca  13.717  9.362  7.673
S  10.586  9.059  5.811
O  11.971  8.700  6.321
N  13.928  7.722  10.505
N  14.734  7.224  8.297
N  13.473  8.769  9.941
N  13.197  11.164  8.939
C  16.275  5.085  9.374
C  9.465  8.829  7.205
C  7.883  8.422  9.453
C  15.545  6.471  7.514
C  12.656  9.643  10.656
C  7.490  9.333  8.527
C  11.399  10.191  12.601
C  11.296  13.065  6.418
C  12.043  9.243  11.852
C  11.543  12.364  7.552
C  11.387  11.546  12.184
C  9.900  7.678  4.907
C  12.530  10.946  10.094
C  13.624  13.462  6.125
C  15.497  5.911  10.167
C  11.855  11.920  10.950
C  12.851  12.132  7.998
C  14.735  6.950  9.613
C  16.276  5.393  8.018
C  12.344  13.635  5.669
C  13.871  12.681  7.238
C  9.855  7.933  8.168
C  9.072  7.739  9.288
C  8.273  9.485  7.368
H  15.397  5.702  11.217
H  7.250  8.286  10.333
H  10.527  7.433  4.023
H  11.878  12.943  10.589
H  10.710  11.997  8.192
H  8.911  7.985  4.553
H  14.453  13.870  5.526
H  16.836  4.275  9.818
H  10.750  7.344  8.053
H  10.280  13.131  5.985
H  12.156  14.162  4.715
H  9.841  6.779  5.522
H  6.558  9.917  8.616
H  10.814  9.916  13.466
H  12.043  8.194  12.150
H  7.935  10.209  6.647
H  9.351  6.951  9.977
H  10.896  12.278  12.849
H  15.593  6.738  6.496
H  14.894  12.549  7.540
H  16.672  4.673  7.359

Number 1: electronic energy -208275.630 eV. Number 2: electronic energy -98149.417 eV. Number 3: electronic energy -36604.317 eV. Number 4: electronic energy -99745.111 eV. Number 5: electronic energy -55637.371 eV. Number 6: electronic energy -201189.668 eV. Number 7: electronic energy -131288.224 eV. Number 8: electronic energy -62505.857 eV.